No. 1
ORCA calculation (ωB97M-V with the def2-TZVPD basis set) on a cluster of 2 separate species, C29H58FNO6S in total.

The geometry in XYZ format:
```
96
C29H58FNO6S | the Open Molecules 2025 dataset | ωB97M-V with the def2-TZVPD basis set
C -1.229 5.084 0.271
O -0.866 4.091 -0.668
C -1.628 2.906 -0.574
C -1.141 1.945 -1.628
C -0.013 1.077 -1.080
C 0.841 0.398 -2.142
C 2.333 0.263 -1.803
C 2.884 -1.157 -1.904
C 2.050 -2.247 -1.244
C 1.538 -1.938 0.165
C 2.580 -1.306 1.084
C 2.458 -1.761 2.538
C 1.464 -0.961 3.364
C 0.428 -0.162 2.571
O 0.615 0.977 2.066
N -0.854 -0.803 2.616
C -0.901 -1.308 4.011
C -1.344 -0.184 4.929
C -2.823 0.184 4.814
C -3.164 1.133 3.658
C -4.199 0.640 2.644
C -4.208 -0.860 2.330
C -4.325 -1.175 0.846
C -5.752 -1.079 0.345
C -6.018 -1.657 -1.051
C -4.865 -1.606 -2.017
O -3.949 -2.645 -1.733
C -2.629 -2.349 -2.104
C 0.543 -1.814 4.242
S 1.127 -2.171 5.857
O 2.556 -2.274 5.802
O 0.316 -3.205 6.424
F 0.801 -0.870 6.603
H -1.480 5.997 -0.254
H -2.073 4.770 0.872
H -0.389 5.293 0.920
H -1.487 2.463 0.411
H -2.688 3.123 -0.687
H -0.756 2.523 -2.457
H -1.963 1.309 -1.935
H -0.474 0.358 -0.411
H 0.615 1.709 -0.464
H 0.433 -0.566 -2.413
H 0.772 1.013 -3.031
H 2.881 0.853 -2.527
H 2.561 0.708 -0.845
H 2.928 -1.382 -2.965
H 3.910 -1.209 -1.566
H 1.200 -2.479 -1.872
H 2.637 -3.158 -1.178
H 0.625 -1.360 0.090
H 1.259 -2.886 0.614
H 2.517 -0.228 1.074
H 3.561 -1.589 0.728
H 2.241 -2.821 2.569
H 3.422 -1.645 3.014
H 1.974 -0.224 3.973
H -0.918 -1.604 1.999
H -1.613 -2.112 4.129
H -1.130 -0.426 5.958
H -0.777 0.713 4.696
H -3.045 0.702 5.737
H -3.450 -0.699 4.801
H -2.268 1.438 3.140
H -3.571 2.040 4.090
H -3.993 1.160 1.714
H -5.195 0.953 2.926
H -3.369 -1.381 2.764
H -5.091 -1.284 2.798
H -3.945 -2.169 0.659
H -3.705 -0.474 0.295
H -6.383 -1.614 1.045
H -6.083 -0.047 0.362
H -6.818 -1.085 -1.506
H -6.346 -2.687 -0.990
H -5.241 -1.756 -3.030
H -4.379 -0.634 -2.004
H -2.191 -1.621 -1.425
H -2.059 -3.266 -2.096
H -2.577 -1.930 -3.105
H 0.560 -2.810 3.813
C 5.966 1.246 -6.997
C 4.903 1.297 -5.913
O 5.285 0.687 -4.695
C 6.419 1.234 -4.051
C 6.275 2.698 -3.672
H 6.257 0.214 -7.196
H 5.580 1.683 -7.917
H 6.863 1.800 -6.718
H 4.022 0.743 -6.239
H 4.580 2.330 -5.741
H 7.319 1.082 -4.659
H 6.546 0.635 -3.149
H 6.159 3.340 -4.547
H 7.160 3.032 -3.132
H 5.402 2.842 -3.034
```

Maximum force in eV/Å: 4.57
Structure (SMILES): COCCCCCCCCCC[C@H]1C(=O)N[C@H](CCCCCCCCCOC)[C@@H]1S(=O)(=O)F.CCOCC
E_LUMO in eV: 0.32
DFT total energy in eV: -58339.4758

No. 2
ORCA calculation (ωB97M-V with the def2-TZVPD basis set) on a structure of composition C33H34F6N11O4RuS5.

The geometry in XYZ format:
```
94
C33H34F6N11O4RuS5 | the Open Molecules 2025 dataset | ωB97M-V with the def2-TZVPD basis set
Ru 0.525 0.200 0.648
N -3.116 -0.796 2.742
C -1.872 -0.388 2.443
S -0.648 -1.573 2.125
N -1.642 0.909 2.521
N -0.393 1.238 2.110
C 0.172 2.305 2.570
C -0.402 3.166 3.632
C -1.710 3.643 3.562
C -2.201 4.495 4.539
C -1.401 4.869 5.610
C -0.109 4.373 5.708
C 0.387 3.530 4.725
C 1.480 2.585 1.961
C 2.188 3.767 2.138
C 3.426 3.914 1.542
C 3.948 2.871 0.791
C 3.179 1.745 0.609
N 1.965 1.616 1.149
H -3.356 -1.748 2.536
H -3.852 -0.111 2.780
H -2.328 3.350 2.729
H -3.213 4.872 4.464
H -1.785 5.539 6.370
H 0.516 4.642 6.551
H 1.390 3.129 4.817
H 1.753 4.559 2.728
H 3.983 4.835 1.664
H 4.929 2.931 0.340
H 3.532 0.916 0.014
S 2.521 -1.620 1.655
C 2.181 -2.569 0.314
N 2.137 -3.907 0.284
N 2.228 -4.467 1.443
C 2.154 -5.853 1.585
C 2.112 -6.686 0.467
C 2.010 -8.052 0.654
C 1.950 -8.593 1.935
C 2.007 -7.752 3.041
C 2.112 -6.383 2.871
N 1.922 -1.967 -0.895
N 1.650 -0.600 -0.849
C 2.179 0.141 -1.931
C 1.517 1.293 -2.347
C 2.046 2.078 -3.358
C 3.229 1.705 -3.984
C 3.887 0.553 -3.573
C 3.381 -0.222 -2.540
H 2.274 -3.868 2.268
H 2.147 -6.249 -0.523
H 1.977 -8.704 -0.212
H 1.856 -9.663 2.071
H 1.967 -8.167 4.042
H 2.153 -5.724 3.733
H 0.580 1.557 -1.874
H 1.525 2.978 -3.664
H 3.632 2.302 -4.792
H 4.806 0.249 -4.061
H 3.904 -1.109 -2.210
C -4.857 4.690 -0.420
C -4.797 3.220 -0.819
N -3.563 2.581 -0.331
C -2.400 2.640 -1.045
S -0.979 3.243 -0.352
N -2.444 2.177 -2.300
C -3.357 1.133 -2.801
C -3.400 1.169 -4.317
H -5.749 5.165 -0.835
H -3.978 5.218 -0.795
H -4.883 4.796 0.666
H -4.830 3.134 -1.901
H -5.651 2.678 -0.413
H -3.382 2.765 0.641
H -1.552 2.207 -2.769
H -4.343 1.275 -2.372
H -2.988 0.164 -2.473
H -3.720 2.145 -4.687
H -4.089 0.409 -4.687
H -2.412 0.943 -4.727
F -1.289 -3.788 -0.275
C -2.044 -2.899 -0.910
F -3.031 -2.494 -0.120
F -2.562 -3.459 -1.987
S -0.987 -1.410 -1.472
O -1.390 -0.313 -0.509
O -1.519 -1.173 -2.805
N 1.197 -2.699 -1.802
S 1.851 -3.344 -3.116
O 1.150 -4.553 -3.412
O 3.285 -3.327 -3.053
C 1.402 -2.276 -4.585
F 1.230 -0.996 -4.271
F 2.405 -2.369 -5.467
F 0.287 -2.733 -5.148
```

Maximum force in eV/Å: 1.42
2S+1: 6
Relative energy (zero: lowest compared OMol25 entry of this formula, charge and spin) in eV: 2.839
E_LUMO (alpha / beta) in eV: -0.77 / -2.60
DFT total energy in eV: -132412.1086
Expectation value of S²: 8.797

No. 3
ORCA calculation (ωB97M-V with the def2-TZVPD basis set) on a structure of composition C40H37Br2FN3OTi.

The geometry in XYZ format:
```
85
C40H37Br2FN3OTi | the Open Molecules 2025 dataset | ωB97M-V with the def2-TZVPD basis set
Ti 0.339 -0.332 -0.554
N -1.304 -1.190 0.500
C -0.942 -2.603 0.631
C -0.923 -3.182 1.892
C -0.485 -4.483 2.054
C -0.073 -5.206 0.939
C -0.143 -4.636 -0.318
C -0.593 -3.326 -0.507
C -0.739 -2.748 -1.871
C -1.147 -3.586 -2.907
C -1.344 -3.083 -4.182
C -1.162 -1.728 -4.422
C -0.768 -0.889 -3.390
C -0.530 -1.379 -2.107
H -1.490 -0.813 1.420
H -2.148 -1.083 -0.056
H -1.241 -2.603 2.755
H -0.458 -4.925 3.043
H 0.298 -6.218 1.053
H 0.185 -5.203 -1.182
H -1.343 -4.634 -2.708
H -1.659 -3.742 -4.981
H -1.334 -1.318 -5.410
H -0.655 0.164 -3.611
C 2.304 4.021 -0.037
C 1.741 2.762 0.640
C 2.544 2.436 1.901
C 0.251 2.927 0.913
C -0.130 3.840 1.884
C -1.467 4.091 2.142
C -2.435 3.410 1.431
C -2.116 2.463 0.453
C -3.337 1.775 -0.168
C -3.212 1.156 -1.561
C -3.944 0.788 0.861
C -0.754 2.230 0.198
N -0.301 1.392 -0.904
C 0.005 2.135 -2.084
C -0.695 3.256 -2.520
C -0.319 3.912 -3.685
C 0.765 3.469 -4.433
C 1.483 2.358 -4.010
C 1.078 1.741 -2.855
F 1.752 0.653 -2.403
H 3.347 3.865 -0.322
H 2.266 4.869 0.653
H 1.739 4.289 -0.931
H 1.886 1.932 -0.043
H 2.394 3.181 2.684
H 3.610 2.420 1.665
H 2.278 1.455 2.306
H 0.628 4.386 2.432
H -1.752 4.828 2.884
H -3.483 3.617 1.625
H -4.067 2.579 -0.274
H -4.152 0.662 -1.814
H -2.411 0.430 -1.660
H -3.037 1.921 -2.319
H -3.172 0.264 1.431
H -4.591 0.051 0.378
H -4.544 1.319 1.601
H -1.524 3.627 -1.930
H -0.877 4.783 -4.005
H 1.052 3.984 -5.340
H 2.340 1.977 -4.552
C -0.117 0.540 3.279
C 0.862 -0.564 2.997
C 1.372 -1.332 4.070
C 2.191 -2.394 3.831
C 2.553 -2.714 2.500
C 3.326 -3.829 2.094
Br 3.971 -5.051 3.378
C 3.578 -4.063 0.774
C 3.094 -3.175 -0.206
Br 3.394 -3.524 -2.026
C 2.380 -2.068 0.148
O 1.929 -1.138 -0.717
C 2.068 -1.859 1.505
N 1.210 -0.811 1.753
H 0.313 1.264 3.975
H -1.014 0.137 3.762
H -0.396 1.074 2.374
H 1.088 -1.069 5.081
H 2.566 -2.999 4.647
H 4.149 -4.930 0.470
```

Maximum force in eV/Å: 1.72
Net charge: +1
Relative energy (zero: lowest compared OMol25 entry of this formula, charge and spin) in eV: 0.000
E_LUMO in eV: -3.28
DFT total energy in eV: -214514.1983

No. 4
ORCA calculation (ωB97M-V with the def2-TZVPD basis set) on an isolated molecule of C22H27N3O2.

The geometry in XYZ format:
```
54
C22H27N3O2 | the Open Molecules 2025 dataset | ωB97M-V with the def2-TZVPD basis set
C 4.538 -1.289 3.231
C 3.249 -0.548 3.348
N 2.716 -0.405 4.525
C 1.546 0.261 4.690
C 1.029 0.380 5.991
C -0.150 1.044 6.215
C -0.862 1.616 5.154
C -0.390 1.520 3.871
C 0.814 0.846 3.617
C 1.410 0.681 2.350
O 0.961 1.125 1.161
C 1.878 0.728 0.227
C 1.684 1.079 -1.192
O 2.477 0.745 -2.053
N 0.574 1.814 -1.428
C 0.177 2.228 -2.751
C -1.105 1.534 -3.217
C -0.895 0.030 -3.391
N -2.152 -0.672 -3.582
C -2.038 -2.089 -3.281
C -3.411 -2.751 -3.318
C -4.049 -2.588 -4.696
C -5.445 -3.201 -4.741
C -4.084 -1.096 -5.021
C -2.687 -0.493 -4.920
C 2.904 0.035 0.804
C 2.617 -0.007 2.195
H 5.301 -0.644 2.798
H 4.416 -2.151 2.577
H 4.858 -1.622 4.214
H 1.588 -0.066 6.799
H -0.538 1.130 7.219
H -1.788 2.134 5.353
H -0.928 1.957 3.043
H -0.058 1.999 -0.664
H 0.033 3.314 -2.758
H 1.006 1.973 -3.415
H -1.413 1.990 -4.159
H -1.902 1.693 -2.488
H -0.434 -0.360 -2.479
H -0.189 -0.152 -4.220
H -1.609 -2.194 -2.281
H -1.364 -2.599 -3.995
H -4.049 -2.279 -2.569
H -3.310 -3.809 -3.067
H -3.418 -3.093 -5.436
H -5.884 -3.080 -5.729
H -6.095 -2.719 -4.015
H -5.403 -4.264 -4.511
H -4.739 -0.589 -4.311
H -4.477 -0.934 -6.027
H -2.740 0.576 -5.134
H -2.028 -0.960 -5.676
H 3.744 -0.381 0.288
```

Maximum force in eV/Å: 1.34
Structure (SMILES): Cc1nc2ccccc2c2oc(C(=O)NCCCN3CCC(C)CC3)cc12
Relative energy (zero: lowest compared OMol25 entry of this formula, charge and spin) in eV: 0.920
E_LUMO in eV: 0.24
DFT total energy in eV: -31818.8114